[1]
{"formula": "C55H64CdFN3O6P2SSbSi", "method": "ωB97M-V with the def2-TZVPD basis set", "molar_mass_g_mol": 1238.40, "charge": -1, "e_tot_ev": -125941.9249, "fmax_ev_per_a": 1.37, "homo_lumo_gap_ha": 0.221, "e_lumo_ha": 0.063, "species": ["Cd", "C", "Si", "C", "C", "N", "C", "C", "C", "C", "C", "C", "F", "H", "H", "H", "H", "H", "H", "H", "H", "H", "H", "H", "H", "H", "C", "P", "C", "N", "C", "C", "C", "C", "C", "C", "N", "C", "P", "C", "C", "C", "C", "C", "C", "C", "C", "C", "H", "H", "H", "H", "H", "H", "H", "H", "H", "H", "H", "H", "H", "H", "H", "H", "H", "H", "H", "H", "H", "H", "H", "H", "H", "H", "H", "H", "O", "C", "O", "C", "C", "C", "C", "O", "C", "O", "C", "C", "H", "H", "H", "H", "H", "C", "O", "C", "O", "H", "H", "H", "S", "Sb", "C", "C", "C", "C", "C", "C", "C", "C", "C", "C", "C", "C", "C", "C", "C", "C", "C", "C", "H", "H", "H", "H", "H", "H", "H", "H", "H", "H", "H", "H", "H", "H", "H"], "coordinates": [[-0.507, -0.608, 0.355], [-1.287, -3.886, 0.507], [-2.544, -3.135, -0.717], [-2.436, -4.173, -2.339], [-4.261, -3.614, 0.023], [-2.031, -1.544, -1.068], [-2.669, -0.711, -1.905], [-3.937, -0.960, -2.477], [-4.550, -0.094, -3.351], [-3.940, 1.089, -3.738], [-2.698, 1.388, -3.200], [-2.110, 0.515, -2.314], [-0.888, 0.905, -1.779], [-1.280, -4.973, 0.467], [-1.511, -3.589, 1.526], [-0.290, -3.529, 0.268], [-2.129, -5.196, -2.145], [-1.703, -3.727, -3.004], [-3.380, -4.208, -2.873], [-4.400, -4.694, 0.022], [-5.078, -3.175, -0.541], [-4.353, -3.262, 1.045], [-4.440, -1.862, -2.182], [-5.533, -0.339, -3.729], [-4.421, 1.765, -4.429], [-2.182, 2.302, -3.455], [0.738, 3.064, 2.551], [-0.164, 2.333, 1.114], [0.541, 3.506, -0.131], [0.263, 4.777, -0.020], [0.678, 5.615, -0.992], [0.306, 6.972, -0.959], [0.645, 7.794, -1.999], [1.403, 7.312, -3.077], [1.812, 6.006, -3.119], [1.442, 5.128, -2.083], [1.807, 3.830, -2.126], [1.373, 3.028, -1.187], [1.858, 1.255, -1.241], [1.945, 1.098, -3.077], [3.713, 1.455, -0.839], [4.494, 2.360, -1.788], [4.276, 0.037, -0.884], [3.815, 1.993, 0.586], [-1.911, 3.038, 1.427], [-2.782, 2.472, 0.306], [-2.347, 2.434, 2.767], [-2.098, 4.555, 1.464], [0.724, 4.151, 2.506], [1.760, 2.700, 2.526], [0.269, 2.706, 3.462], [-0.270, 7.324, -0.117], [0.322, 8.827, -2.004], [1.658, 7.986, -3.884], [2.404, 5.619, -3.935], [2.359, 1.994, -3.529], [0.932, 0.932, -3.435], [2.534, 0.218, -3.320], [4.672, 1.872, -2.744], [5.464, 2.600, -1.347], [3.963, 3.293, -1.969], [4.170, -0.394, -1.877], [3.725, -0.596, -0.196], [5.332, 0.028, -0.617], [3.515, 3.039, 0.633], [4.841, 1.920, 0.947], [3.173, 1.418, 1.249], [-2.861, 1.387, 0.394], [-2.362, 2.726, -0.667], [-3.792, 2.884, 0.358], [-1.905, 1.447, 2.896], [-3.430, 2.314, 2.789], [-2.046, 3.066, 3.601], [-1.949, 4.997, 0.482], [-1.417, 5.037, 2.161], [-3.123, 4.768, 1.774], [-3.704, -0.570, 1.350], [-2.923, -0.929, 2.228], [-1.673, -0.767, 2.249], [-3.477, -1.595, 3.492], [-4.819, -1.922, 3.612], [-5.337, -2.467, 4.785], [-4.453, -2.668, 5.818], [-4.694, -3.162, 7.087], [-3.446, -3.144, 7.742], [-2.463, -2.608, 6.895], [-3.103, -2.344, 5.698], [-2.587, -1.810, 4.548], [-5.463, -1.727, 2.766], [-6.385, -2.704, 4.892], [-3.167, -4.175, 8.029], [-3.520, -2.534, 8.657], [-1.550, -1.544, 4.428], [3.201, -2.163, 2.237], [2.034, -2.052, 1.422], [1.356, -0.850, 1.467], [1.817, 0.026, 2.182], [3.561, -3.188, 2.152], [2.946, -1.936, 3.275], [3.972, -1.469, 1.895], [1.497, -1.985, -1.838], [1.966, -4.177, -1.594], [4.071, -4.194, -2.087], [4.481, -4.194, -3.411], [5.783, -3.857, -3.740], [6.677, -3.499, -2.744], [6.278, -3.520, -1.419], [4.978, -3.859, -1.093], [0.916, -5.104, -3.241], [0.785, -4.338, -4.390], [-0.006, -4.780, -5.435], [-0.680, -5.985, -5.333], [-0.556, -6.744, -4.184], [0.231, -6.301, -3.134], [1.869, -5.587, 0.089], [2.041, -6.945, -0.133], [1.913, -7.840, 0.920], [1.684, -7.379, 2.205], [1.572, -6.019, 2.431], [1.626, -5.130, 1.371], [3.772, -4.447, -4.190], [6.094, -3.850, -4.776], [7.684, -3.206, -3.004], [6.978, -3.249, -0.641], [4.659, -3.851, -0.060], [1.275, -3.373, -4.445], [-0.112, -4.178, -6.326], [-1.321, -6.318, -6.137], [-1.090, -7.679, -4.094], [0.290, -6.882, -2.225], [2.268, -7.314, -1.126], [1.982, -8.903, 0.735], [1.595, -8.077, 3.025], [1.415, -5.648, 3.432], [1.460, -4.080, 1.543]], "lowdin_charge": [1.325, -0.180, 0.416, -0.162, -0.163, -0.147, -0.356, -0.042, -0.116, -0.129, -0.054, -0.231, -0.112, 0.031, 0.026, -0.050, 0.007, 0.015, 0.018, 0.022, 0.011, -0.004, 0.074, 0.093, 0.085, 0.111, -0.241, 1.023, -0.384, 0.124, -0.204, -0.015, -0.091, -0.092, -0.015, -0.207, 0.116, -0.397, 0.968, -0.290, -0.693, -0.098, -0.131, -0.103, -0.693, -0.110, -0.106, -0.114, 0.034, 0.014, 0.037, 0.111, 0.099, 0.098, 0.111, 0.024, 0.025, 0.001, 0.074, 0.079, 0.053, 0.053, 0.036, 0.085, 0.076, 0.084, 0.038, 0.049, 0.062, 0.092, 0.050, 0.091, 0.073, 0.056, 0.064, 0.080, 0.000, -0.684, -0.194, -0.123, -0.032, 0.003, -0.206, 0.017, -0.190, 0.023, -0.190, 0.066, 0.112, 0.111, 0.133, 0.133, 0.126, -0.100, -0.267, -0.548, -0.108, 0.069, 0.089, 0.079, 0.095, 1.278, -0.342, -0.126, -0.090, -0.094, -0.089, -0.128, -0.344, -0.161, -0.081, -0.087, -0.095, -0.142, -0.297, -0.135, -0.091, -0.087, -0.065, -0.140, 0.091, 0.100, 0.098, 0.102, 0.090, 0.073, 0.104, 0.101, 0.102, 0.085, 0.097, 0.100, 0.101, 0.109, 0.067]}


[2]
{"formula": "C55H66IrN3O5P", "method": "ωB97M-V with the def2-TZVPD basis set", "molar_mass_g_mol": 1072.34, "charge": 0, "e_tot_ev": -84940.3709, "de_lowest_ev": 3.332, "fmax_ev_per_a": 4.73, "homo_lumo_gap_ha": [0.193, 0.188], "e_lumo_ha": [-0.013, -0.016], "spin_multiplicity": 2, "species": ["Ir", "C", "C", "C", "C", "C", "C", "C", "N", "C", "C", "C", "C", "C", "C", "O", "C", "C", "C", "C", "C", "C", "C", "C", "C", "O", "C", "C", "C", "C", "C", "C", "H", "H", "H", "H", "H", "H", "H", "H", "H", "H", "H", "H", "H", "H", "H", "H", "H", "H", "H", "H", "H", "H", "H", "H", "H", "H", "H", "H", "H", "H", "H", "H", "H", "H", "H", "H", "H", "H", "H", "H", "C", "O", "C", "O", "N", "N", "H", "H", "H", "H", "H", "H", "O", "P", "C", "C", "C", "C", "C", "C", "C", "C", "C", "C", "C", "C", "C", "C", "C", "C", "C", "C", "H", "H", "H", "H", "H", "H", "H", "H", "H", "H", "H", "H", "H", "H", "H", "C", "C", "C", "C", "C", "C", "C", "H", "H", "H", "H", "H"], "coordinates": [[-0.054, -1.833, -0.126], [-2.496, 2.098, 5.749], [-0.967, 1.971, 5.730], [-0.475, 1.818, 7.172], [-0.356, 3.263, 5.160], [-0.547, 0.808, 4.837], [-0.851, 0.852, 3.483], [-0.285, -0.036, 2.556], [-0.520, -0.014, 1.204], [-1.156, 0.981, 0.496], [-1.267, 2.319, 0.879], [-2.057, 3.213, 0.169], [-2.627, 2.773, -1.018], [-2.452, 1.490, -1.531], [-1.724, 0.558, -0.753], [-1.536, -0.677, -1.119], [-2.998, 1.217, -2.946], [-3.032, -0.260, -3.358], [-4.437, 1.746, -3.077], [-2.090, 1.967, -3.936], [-2.327, 4.608, 0.733], [-3.150, 5.484, -0.216], [-1.003, 5.330, 1.018], [-3.124, 4.446, 2.038], [0.514, -1.073, 3.093], [1.152, -1.925, 2.229], [0.629, -1.289, 4.467], [0.142, -0.298, 5.316], [1.249, -2.575, 5.029], [0.416, -3.759, 4.506], [1.209, -2.620, 6.560], [2.721, -2.736, 4.611], [-2.801, 2.957, 6.351], [-2.945, 1.199, 6.174], [-2.892, 2.231, 4.742], [-0.732, 2.714, 7.739], [0.609, 1.698, 7.208], [-0.944, 0.965, 7.666], [-0.552, 4.103, 5.830], [-0.779, 3.504, 4.184], [0.724, 3.157, 5.044], [-1.562, 1.574, 3.119], [-0.689, 2.668, 1.723], [-3.198, 3.477, -1.605], [-3.684, -0.833, -2.697], [-2.045, -0.713, -3.330], [-3.418, -0.339, -4.379], [-5.069, 1.323, -2.295], [-4.848, 1.461, -4.048], [-4.487, 2.832, -3.006], [-1.058, 1.618, -3.839], [-2.110, 3.040, -3.739], [-2.422, 1.793, -4.964], [-2.645, 5.611, -1.175], [-3.283, 6.471, 0.231], [-4.141, 5.061, -0.387], [-0.407, 5.392, 0.106], [-0.417, 4.804, 1.773], [-1.196, 6.342, 1.382], [-4.064, 3.927, 1.839], [-3.353, 5.421, 2.477], [-2.558, 3.866, 2.769], [0.296, -0.395, 6.378], [-0.623, -3.643, 4.819], [0.794, -4.700, 4.912], [0.443, -3.808, 3.418], [0.184, -2.559, 6.930], [1.795, -1.812, 6.999], [1.633, -3.567, 6.896], [2.823, -2.822, 3.533], [3.138, -3.634, 5.072], [3.307, -1.878, 4.949], [-4.277, -3.864, 1.241], [-3.463, -4.434, 0.205], [-2.194, -4.023, 0.217], [-1.726, -3.243, 1.017], [-1.470, -4.639, -0.757], [-0.184, -4.159, -1.020], [-5.272, -4.272, 1.098], [-4.291, -2.779, 1.157], [-3.889, -4.144, 2.219], [-1.959, -5.179, -1.453], [-0.098, -3.793, -1.968], [0.512, -4.870, -0.840], [0.361, -2.001, -2.685], [1.241, -1.489, -3.773], [0.403, -1.375, -5.376], [-0.074, -2.550, -5.953], [-0.729, -2.510, -7.171], [-0.916, -1.297, -7.821], [-0.471, -0.122, -7.234], [0.188, -0.158, -6.015], [2.670, -2.581, -3.994], [3.211, -3.112, -2.822], [4.328, -3.929, -2.881], [4.914, -4.210, -4.108], [4.381, -3.679, -5.275], [3.262, -2.861, -5.221], [1.909, 0.156, -3.450], [1.325, 0.940, -2.459], [1.799, 2.224, -2.240], [2.862, 2.709, -2.987], [3.453, 1.920, -3.969], [2.976, 0.641, -4.203], [0.064, -3.494, -5.437], [-1.095, -3.426, -7.617], [-1.416, -1.270, -8.780], [-0.636, 0.826, -7.729], [0.537, 0.760, -5.559], [2.743, -2.876, -1.871], [4.738, -4.344, -1.970], [5.784, -4.850, -4.160], [4.840, -3.895, -6.230], [2.833, -2.460, -6.132], [0.513, 0.525, -1.869], [1.343, 2.841, -1.475], [3.235, 3.709, -2.809], [4.286, 2.300, -4.545], [3.423, 0.018, -4.968], [1.609, -1.473, 1.008], [2.760, -0.636, 1.027], [3.285, -0.066, 2.208], [4.400, 0.742, 2.167], [5.037, 1.012, 0.960], [4.551, 0.438, -0.209], [3.437, -0.371, -0.178], [2.790, -0.252, 3.150], [4.786, 1.161, 3.087], [5.911, 1.648, 0.932], [5.057, 0.617, -1.150], [3.079, -0.848, -1.081]], "lowdin_spin": [1.075, 0.000, 0.000, 0.000, 0.000, 0.002, 0.000, 0.003, -0.015, 0.003, -0.002, 0.002, -0.002, 0.004, 0.004, 0.056, 0.000, 0.001, 0.000, 0.000, 0.000, 0.000, 0.000, 0.000, -0.006, -0.009, 0.001, 0.000, 0.000, 0.000, 0.000, 0.000, 0.000, 0.000, 0.000, 0.000, 0.000, 0.000, 0.000, 0.000, 0.000, 0.000, 0.000, 0.000, 0.000, 0.000, 0.000, 0.000, 0.000, 0.000, 0.000, 0.000, 0.000, 0.000, 0.000, 0.000, 0.000, 0.000, 0.000, 0.000, 0.000, 0.000, 0.000, 0.000, 0.000, 0.000, 0.000, 0.000, 0.000, 0.000, 0.000, 0.000, 0.000, 0.003, 0.006, 0.041, 0.001, 0.007, 0.000, 0.000, 0.000, 0.000, 0.000, 0.001, 0.026, 0.003, 0.001, 0.000, 0.000, 0.000, 0.000, 0.000, 0.000, 0.000, 0.000, 0.000, 0.000, 0.000, 0.000, 0.002, 0.000, 0.000, 0.000, 0.000, 0.000, 0.000, 0.000, 0.000, 0.000, -0.001, 0.000, 0.000, 0.000, 0.000, 0.003, 0.000, 0.000, 0.000, 0.000, -0.137, -0.007, -0.025, 0.003, -0.030, 0.003, -0.024, -0.001, 0.001, -0.002, 0.001, 0.000]}